A 14-piece molecular cluster, C5H36N2O14 overall, computed with the ωB97M-V functional and the def2-TZVPD basis.

Computed properties:
Orbital gap   0.366 hartree
Electronic energy   -37412.7761 eV
Max |F|   5.7 eV/Å
Energy relative to the best compared isomer or geometry (same formula, charge and spin)   3.587 eV
Highest occupied orbital energy   -0.3693 hartree

Structure (XYZ):
```
57
C5H36N2O14 the ωB97M-V functional and the def2-TZVPD basis
N 0.083 1.276 -1.169
C -0.965 0.752 -0.336
C -1.422 -0.601 -0.880
C -1.382 -0.764 -2.420
C -1.574 -1.995 -2.894
C -0.330 0.388 1.111
N -1.059 0.413 2.251
O 0.751 -0.187 1.056
H 0.802 0.533 -1.504
H 0.752 1.897 -0.624
H -1.700 1.552 -0.239
H -2.488 -0.586 -0.685
H -1.113 -1.498 -0.359
H -1.333 0.048 -3.016
H -1.582 -2.077 -3.975
H -1.729 -2.839 -2.406
H -1.968 0.719 2.047
H -0.887 0.099 3.174
H -0.210 -2.399 1.621
H -1.386 -3.375 1.834
O -0.447 -3.274 1.706
H 2.051 -1.412 2.184
H 1.662 -2.673 2.784
O 1.896 -1.815 3.024
H -3.615 3.081 1.305
H -3.117 2.390 0.027
O -3.469 2.213 0.931
H -1.236 3.533 -0.995
H -2.454 4.107 -1.463
O -2.178 3.674 -0.694
H 4.225 -1.647 -1.720
H 3.212 -0.919 -2.567
O 4.213 -0.896 -2.232
H -2.945 -1.637 1.053
H -3.849 -2.784 1.435
O -2.947 -2.698 1.064
H 2.670 0.553 0.015
H 3.585 1.023 -1.185
O 2.873 1.279 -0.548
H 1.274 -4.385 0.631
H 2.669 -4.357 0.070
O 1.855 -4.824 -0.008
H 1.326 -1.887 -1.904
H 1.260 -1.649 -3.456
O 1.917 -1.711 -2.709
H 3.105 2.943 -0.107
H 2.870 3.376 1.288
O 2.988 3.836 0.428
H -0.368 2.866 -3.326
H 0.039 4.297 -2.899
O -0.693 3.760 -3.188
H -4.295 0.173 0.602
H -4.182 0.632 1.893
O -3.981 -0.185 1.390
H 2.069 0.923 2.705
H 2.812 0.350 3.983
O 2.840 1.143 3.370
```

Listed below, in e, are the natural (NBO) charges computed for each atom: atom 1 (N): -0.88, atom 2 (C): -0.12, atom 3 (C): -0.48, atom 4 (C): -0.17, atom 5 (C): -0.39, atom 6 (C): 0.69, atom 7 (N): -0.81, atom 8 (O): -0.74, atom 9 (H): 0.39, atom 10 (H): 0.40, atom 11 (H): 0.20, atom 12 (H): 0.22, atom 13 (H): 0.24, atom 14 (H): 0.20, atom 15 (H): 0.19, atom 16 (H): 0.20, atom 17 (H): 0.41, atom 18 (H): 0.42, atom 19 (H): 0.47, atom 20 (H): 0.51, atom 21 (O): -0.99, atom 22 (H): 0.48, atom 23 (H): 0.47, atom 24 (O): -0.95, atom 25 (H): 0.49, atom 26 (H): 0.51, atom 27 (O): -1.01, atom 28 (H): 0.51, atom 29 (H): 0.49, atom 30 (O): -0.96, atom 31 (H): 0.45, atom 32 (H): 0.49, atom 33 (O): -1.00, atom 34 (H): 0.51, atom 35 (H): 0.48, atom 36 (O): -0.99, atom 37 (H): 0.50, atom 38 (H): 0.52, atom 39 (O): -0.99, atom 40 (H): 0.49, atom 41 (H): 0.46, atom 42 (O): -0.94, atom 43 (H): 0.50, atom 44 (H): 0.50, atom 45 (O): -0.95, atom 46 (H): 0.49, atom 47 (H): 0.46, atom 48 (O): -0.98, atom 49 (H): 0.49, atom 50 (H): 0.48, atom 51 (O): -0.97, atom 52 (H): 0.48, atom 53 (H): 0.51, atom 54 (O): -0.96, atom 55 (H): 0.47, atom 56 (H): 0.49, atom 57 (O): -0.96